1.
16
Properties=species:S:1:pos:R:3 method="wB97M-V/def2-TZVPD" charge=0 smiles=CSC.CN e_above_lowest_kj_mol=57.4 homo_ev=-8.45
C -1.0659 0.4966 -0.5654
S -1.4916 -0.6309 -1.9143
C -1.7740 0.5939 -3.2210
H -1.4948 1.4814 -0.6404
H 0.0201 0.6147 -0.6364
H -1.3289 0.0427 0.3893
H -2.1789 0.0875 -4.0922
H -2.4001 1.4143 -2.8977
H -0.7945 0.9718 -3.5214
C 1.6468 -0.2651 2.7705
N 1.7760 -1.5491 2.0936
H 1.3959 -0.4246 3.8077
H 0.7699 0.2079 2.3247
H 2.4919 0.4306 2.7179
H 1.7865 -1.4353 1.0872
H 2.6418 -2.0365 2.2979



2.
67
Properties=species:S:1:pos:R:3 method="wB97M-V/def2-TZVPD" charge=0 smiles="COc1ccc(CCNC(=O)/C(C#N)=C/c2ccc(OCC(=O)NC[C@H]3CCCO3)cc2)cc1OC" e_above_lowest_kj_mol=246.1 homo_ev=-8.00
C 0.6804 -1.8272 -2.6058
O 0.1253 -1.1671 -1.4937
C -1.2117 -0.8929 -1.4915
C -2.0823 -1.0993 -2.5460
C -3.4282 -0.7838 -2.4225
C -3.9276 -0.2601 -1.2450
C -5.3687 0.1622 -1.1336
C -5.5772 1.5311 -1.8164
N -4.5423 2.4500 -1.4049
C -3.4133 2.5553 -2.1567
O -3.3933 2.3766 -3.3565
C -2.1648 2.8462 -1.3796
C -2.3144 3.1998 -0.0331
N -2.5265 3.4685 1.0666
C -0.9957 2.5336 -1.9881
C 0.3157 2.3987 -1.4207
C 0.6862 2.8908 -0.1630
C 1.9068 2.5719 0.3807
C 2.7897 1.7304 -0.3014
O 3.9327 1.3945 0.3628
C 4.6599 0.2826 -0.1133
C 3.8175 -1.0064 -0.1331
O 4.0076 -1.8883 -0.9466
N 2.9062 -1.0463 0.8442
C 1.9350 -2.0969 1.0255
C 1.8658 -2.4829 2.5078
C 3.1677 -3.1041 3.0329
C 3.2541 -2.5552 4.4544
C 2.6347 -1.1716 4.2742
O 1.6169 -1.3210 3.3007
C 2.4608 1.2847 -1.5786
C 1.2497 1.6366 -2.1304
C -3.0536 -0.0526 -0.1772
C -1.7098 -0.3616 -0.2819
O -0.7806 -0.2048 0.7025
C -1.2008 0.2186 1.9797
H 1.7291 -1.9860 -2.3568
H 0.1970 -2.7941 -2.7790
H 0.6087 -1.2222 -3.5151
H -1.7235 -1.5057 -3.4780
H -4.0862 -0.9444 -3.2625
H -5.6491 0.2407 -0.0810
H -6.0214 -0.5695 -1.6112
H -5.4939 1.4322 -2.9002
H -6.5582 1.9404 -1.5632
H -4.4467 2.5743 -0.4061
H -1.1002 2.2366 -3.0264
H 0.0084 3.5210 0.3899
H 2.1931 2.9387 1.3541
H 5.0815 0.4556 -1.1095
H 5.4882 0.1547 0.5904
H 2.7713 -0.2399 1.4369
H 0.9567 -1.7397 0.6911
H 2.2421 -2.9521 0.4214
H 1.0184 -3.1679 2.6494
H 3.1434 -4.1902 2.9950
H 4.0096 -2.7497 2.4361
H 4.2705 -2.5092 4.8374
H 2.6434 -3.1540 5.1308
H 2.1747 -0.7772 5.1828
H 3.3910 -0.4541 3.9219
H 3.1299 0.6516 -2.1384
H 0.9975 1.2851 -3.1196
H -3.4374 0.3573 0.7451
H -1.9918 -0.4278 2.3728
H -0.3198 0.1296 2.6139
H -1.5484 1.2561 1.9655



3.
58
Properties=species:S:1:pos:R:3 method="wB97M-V/def2-TZVPD" multiplicity=2 s2=1.52 charge=0 e_above_lowest_kj_mol=3388.5 homo_ev="-5.48 / -5.48"
Bi 7.8766 -2.4048 15.5575
O 6.0447 1.4370 14.3533
C 6.3782 0.1612 14.3506
N 7.4954 -0.3465 14.4848
C 8.8060 0.3084 14.2312
C 8.8877 1.5469 13.4109
C 10.0570 2.2192 13.2341
C 11.1183 1.5795 13.8416
C 11.1217 0.4080 14.6937
C 9.9888 -0.2943 14.6812
N 9.9613 -1.4658 15.4231
C 10.3722 -1.5197 16.6349
O 10.4220 -0.7354 17.5525
C 11.0977 -2.7743 17.0318
C 3.4196 -8.6177 15.2064
C 3.7161 -9.2106 16.3802
C 0.3347 -3.3787 15.3979
C 7.6245 -6.9266 15.4905
N 11.3878 -3.7866 17.4888
C 5.2693 -0.7443 14.3379
C 4.0542 -0.4604 13.7158
C 2.9411 -0.9222 14.2574
C 3.0997 -1.7287 15.4879
C 4.3701 -2.2182 15.9243
N 5.3899 -1.6411 15.3015
H 8.1687 2.1214 12.9340
H 10.1653 3.0695 12.6936
H 12.1054 1.9270 13.5141
H 12.0644 0.0080 15.1249
H 10.5397 -0.3741 21.3212
H 2.8945 -8.2262 14.1828
H 3.6162 -2.4394 9.7413
H 6.6611 2.0707 14.9402
H 3.8905 0.1728 12.8482
H 1.8079 -0.6224 13.8272
H 2.1521 -2.0834 15.9287
H 4.5428 -2.7529 16.7904
C 7.6789 -3.5238 11.2464
C 7.6159 -3.7590 12.7255
O 8.3015 -2.7225 13.4823
C 7.3633 -4.9707 13.5480
C 6.3683 -5.8505 13.5650
C 6.0428 -7.1862 13.9961
C 6.4696 -7.4207 15.4422
C 8.9739 -6.6479 15.4488
C 9.5127 -5.4648 15.0580
O 10.0028 -4.5074 14.5217
H 7.1353 -4.1813 10.6535
H 8.6463 -3.1730 10.9864
H 7.1696 -2.5433 11.2015
H 5.2074 -5.0311 13.4362
H 4.9482 -7.2869 13.7063
H 6.6608 -7.7056 13.0215
H 9.3960 -6.8929 16.4097
Cl 0.1883 -6.6215 14.4856
Ge -1.4085 -5.4977 14.7874
Cl -0.1480 -1.7474 16.4820
Cl 9.3790 -0.4191 21.3094



4.
13
Properties=species:S:1:pos:R:3 method="wB97M-V/def2-TZVPD" charge=0 e_above_lowest_kj_mol=411.4 homo_ev=-7.94
C -0.3182 1.6435 0.1481
C 0.4328 0.4426 0.1803
C 0.0139 -0.7720 -0.1413
H -2.6076 2.5393 -0.1050
H -1.6190 0.4423 -0.7614
H -0.1145 3.6257 0.3394
H 0.8607 2.3683 1.2349
H 1.8231 -1.4138 1.1214
N -1.5246 1.5218 -0.3846
N 0.3182 2.6435 0.4433
F 1.7251 0.8069 0.5336
S 0.8810 -2.1355 0.5729
S -1.2682 -1.1061 -1.0832



5.
13
Properties=species:S:1:pos:R:3 method="wB97M-V/def2-TZVPD" charge=0 smiles=Cc1ccc[nH]1 e_above_lowest_kj_mol=112.5 homo_ev=-7.88
C 1.9134 0.0280 -0.1614
C 0.4149 -0.0770 0.0317
C -0.3747 1.0208 0.2377
C -1.7749 0.7075 0.1398
C -1.8170 -0.6579 -0.0492
N -0.3698 -1.1815 -0.0868
H 2.5237 -0.5800 0.5147
H 2.2134 -0.2127 -1.1917
H 2.2082 1.0756 -0.0128
H 0.0789 1.8283 0.7797
H -2.5820 1.4772 0.1911
H -2.6198 -1.3779 -0.1375
H 0.1856 -2.0504 -0.2551



6.
85
Properties=species:S:1:pos:R:3 method="wB97M-V/def2-TZVPD" multiplicity=5 s2=6.00 charge=+1 homo_ev="-13.58 / -13.58"
Na -1.1938 -17.0236 32.2238
Pt 1.7149 -18.0032 27.9552
Pt 2.6777 -17.8864 32.7768
As -2.0808 -16.9892 27.9469
F -2.2878 -17.0183 26.2672
F -1.6043 -15.3644 27.8806
F -1.8460 -16.9759 29.6965
F -2.2847 -18.6875 28.0675
F -0.3029 -17.3389 27.6876
F -3.7087 -16.6008 28.2364
As 4.8994 -19.2276 29.7572
F 5.6699 -19.9514 28.4587
F 4.2903 -20.6625 30.4119
F 3.9349 -18.3508 31.0805
F 5.2861 -17.6597 29.2859
F 3.3962 -19.0978 28.7440
F 6.2423 -19.2634 30.7831
As 1.7735 -14.9629 30.4360
F 0.2186 -15.5017 31.0256
F 1.0157 -13.7553 29.5697
F 3.3260 -14.6962 29.8655
F 2.5148 -16.3313 31.4166
F 1.5547 -16.2101 29.1824
F 1.9871 -13.9776 31.8014
O -0.9562 -19.3133 30.9656
C 0.3245 -19.0510 30.7338
O 0.8334 -18.9788 29.6072
O 1.0410 -18.6215 31.7084
H -1.1522 -19.8644 30.1754
C -5.7873 -21.8021 32.2217
C -5.1967 -20.6382 32.9673
C -4.0038 -19.9579 32.3359
F -3.5409 -18.9359 33.1412
F -2.9407 -20.7437 32.1101
F -6.1005 -19.6801 33.2479
F -4.8411 -21.1418 34.1972
O -6.1664 -21.4130 30.9102
C -7.4925 -21.6105 30.5885
C -7.6303 -21.0088 29.1882
F -8.9306 -20.9757 28.8238
F -7.1439 -19.7662 29.0950
F -7.7155 -22.9412 30.5179
F -8.2993 -21.0656 31.4999
H -6.6255 -22.1488 32.8298
H -5.1144 -22.6542 32.1327
H -4.2630 -19.4188 31.4228
H -7.0921 -21.6772 28.5106
C -2.7242 -25.6440 30.5734
C -1.6024 -26.6118 30.9396
C -1.0352 -27.3392 29.7362
F -0.2400 -28.3724 30.0344
F -2.0486 -27.7417 28.9240
F -0.6098 -25.8853 31.5153
F -2.0970 -27.4458 31.8809
O -2.3287 -24.5946 29.7102
C -1.8706 -23.3939 30.1856
C -2.2369 -22.3444 29.1453
F -3.5538 -22.1481 29.1037
F -1.6046 -21.1615 29.4381
F -2.4960 -23.0967 31.3481
F -0.5454 -23.4775 30.3619
H -3.0758 -25.2711 31.5366
H -3.5535 -26.1394 30.0791
H -0.4401 -26.6233 29.1571
H -1.8789 -22.6674 28.1648
C 2.7824 -23.0047 32.4155
C 1.5457 -22.4415 31.7048
C 0.3130 -22.4104 32.5941
C 0.5047 -21.7748 33.9619
C -0.7162 -21.6607 34.8356
C -0.5261 -20.8308 36.0984
H 3.1784 -22.2969 33.1486
H 3.5968 -23.2179 31.7217
H 2.6043 -23.9361 32.9591
H 1.8225 -21.4144 31.4358
H 1.3791 -23.0356 30.8079
H -0.1391 -23.4032 32.6870
H -0.4474 -21.8203 32.0611
H 1.4073 -22.1732 34.4291
H 0.7911 -20.7289 33.7228
H -1.5435 -21.2554 34.2362
H -1.1502 -22.6341 35.0976
H -1.4832 -20.7241 36.6021
H 0.2359 -21.2507 36.7581
H -0.1097 -19.8434 35.8552



7.
155
Properties=species:S:1:pos:R:3 method="wB97M-V/def2-TZVPD" charge=0 smiles="NCCCCC[C@@H]1C[C@H](CC(=O)F)NC1=O.CCCCCC.CCCCCC.CCCCCC.CCCCCC.CCCCCC.CCCCCC" homo_ev=-9.16
N -1.7601 -0.8839 -2.5532
C -1.3207 0.0837 -1.4865
C 0.3150 0.0749 -1.3707
C 0.9463 1.5526 -1.6793
C 1.2657 2.3684 -0.3275
C 0.3001 3.6236 -0.0555
C 0.8921 4.6525 1.0288
C 2.1055 4.2137 1.9894
C 1.6126 4.3563 3.5512
C 2.0346 3.0297 4.3572
C 0.9376 1.8513 4.2662
O -0.0364 1.7491 5.0593
F 1.0084 0.8806 3.2206
N 0.1852 4.7658 3.4873
C -0.0853 5.2964 2.1285
O -0.9832 6.1737 2.0524
H -1.5909 -1.8520 -2.2277
H -1.2145 -0.7402 -3.4180
H -1.8219 -0.2845 -0.5093
H -1.6116 1.1650 -1.7205
H 0.5685 -0.3034 -0.3127
H 0.6793 -0.6352 -2.2022
H 1.9814 1.3523 -2.1883
H 0.3203 2.1598 -2.4298
H 2.3402 2.7968 -0.4373
H 1.3047 1.6218 0.5561
H -0.7690 3.2695 0.2269
H 0.1665 4.1902 -1.0591
H 1.2670 5.5875 0.4561
H 2.4910 3.1379 1.9819
H 2.9700 4.8840 1.6526
H 2.2961 5.1545 4.0441
H 3.0851 2.6722 4.0242
H 2.1654 3.3436 5.4644
H -0.5351 4.0397 3.6226
C 5.2849 7.4853 8.8381
C 5.1579 6.9733 7.4100
C 4.1074 5.8723 7.2533
C 4.3815 4.5887 8.0434
C 5.7149 3.9051 7.7357
C 5.8301 3.4345 6.2928
H 5.6104 6.6984 9.5228
H 6.0231 8.2903 8.8854
H 4.3304 7.8812 9.1960
H 6.1332 6.6249 7.0558
H 4.8788 7.8121 6.7638
H 4.0069 5.6316 6.1888
H 3.1316 6.2659 7.5650
H 3.5665 3.8819 7.8463
H 4.3370 4.8044 9.1162
H 5.8185 3.0360 8.3944
H 6.5510 4.5703 7.9730
H 5.0274 2.7329 6.0473
H 6.7843 2.9239 6.1379
H 5.7850 4.2707 5.5904
C 4.3022 -0.7251 -0.9635
C 4.5591 -0.0198 -2.2857
C 3.9971 -0.7731 -3.4927
C 4.5969 -2.1613 -3.7354
C 6.1143 -2.1927 -3.9260
C 6.5839 -1.4141 -5.1472
H 4.7881 -1.7030 -0.9239
H 4.6943 -0.1281 -0.1354
H 3.2295 -0.8645 -0.8009
H 5.6332 0.1526 -2.4073
H 4.0919 0.9698 -2.2479
H 4.1331 -0.1552 -4.3869
H 2.9121 -0.8848 -3.3676
H 4.1188 -2.5929 -4.6226
H 4.3341 -2.8228 -2.9025
H 6.4277 -3.2365 -4.0378
H 6.6210 -1.8149 -3.0322
H 6.1227 -1.8044 -6.0588
H 7.6686 -1.4993 -5.2542
H 6.3427 -0.3514 -5.0661
C -2.2705 4.1399 6.6095
C -2.4333 2.9110 7.4924
C -3.2228 1.7848 6.8219
C -4.6711 2.1263 6.4580
C -5.5487 2.5776 7.6267
C -5.7222 1.5090 8.6972
H -3.2344 4.5919 6.3630
H -1.6727 4.8969 7.1246
H -1.7604 3.8838 5.6770
H -2.9034 3.1974 8.4387
H -1.4380 2.5320 7.7467
H -3.2084 0.9075 7.4776
H -2.7005 1.4827 5.9055
H -5.1265 1.2445 5.9921
H -4.6798 2.9079 5.6904
H -6.5375 2.8414 7.2355
H -5.1455 3.4889 8.0794
H -6.1656 0.6029 8.2748
H -6.3842 1.8718 9.4881
H -4.7691 1.2430 9.1607
C -4.5639 -2.8392 -3.8856
C -3.8458 -4.0720 -3.3544
C -2.6945 -4.5343 -4.2499
C -3.0974 -4.9673 -5.6627
C -4.1251 -6.0982 -5.7302
C -3.6290 -7.4001 -5.1163
H -5.0317 -3.0297 -4.8549
H -5.3526 -2.5353 -3.1918
H -3.8696 -2.0018 -3.9955
H -4.5661 -4.8832 -3.2079
H -3.4413 -3.8384 -2.3637
H -2.1702 -5.3569 -3.7514
H -1.9627 -3.7204 -4.3355
H -2.1930 -5.2772 -6.1994
H -3.4892 -4.1038 -6.2111
H -4.3700 -6.2810 -6.7823
H -5.0594 -5.7965 -5.2464
H -2.7184 -7.7438 -5.6150
H -4.3876 -8.1802 -5.2231
H -3.4175 -7.2893 -4.0500
C -5.7652 1.1060 -2.9095
C -6.8954 0.4357 -3.6789
C -7.9895 1.4105 -4.1188
C -8.7344 2.1150 -2.9809
C -9.4173 1.1868 -1.9750
C -10.5067 0.3232 -2.5959
H -6.1201 1.5556 -1.9788
H -4.9982 0.3709 -2.6498
H -5.2936 1.8871 -3.5126
H -7.3223 -0.3722 -3.0761
H -6.4741 -0.0376 -4.5720
H -8.7075 0.8725 -4.7472
H -7.5426 2.1778 -4.7639
H -9.4887 2.7778 -3.4209
H -8.0410 2.7686 -2.4406
H -9.8673 1.8010 -1.1873
H -8.6790 0.5475 -1.4807
H -11.2794 0.9437 -3.0584
H -10.9828 -0.2927 -1.8281
H -10.1041 -0.3503 -3.3564
C 5.9711 -8.9061 -6.3268
C 4.5173 -8.4795 -6.1757
C 4.2676 -7.0262 -6.5832
C 5.0102 -5.9764 -5.7510
C 4.7283 -6.0163 -4.2482
C 3.2721 -5.7403 -3.9017
H 6.6328 -8.3241 -5.6807
H 6.0852 -9.9587 -6.0540
H 6.3061 -8.7872 -7.3610
H 4.1890 -8.6498 -5.1455
H 3.8982 -9.1266 -6.8057
H 3.1908 -6.8299 -6.5420
H 4.5556 -6.8980 -7.6345
H 4.7480 -4.9834 -6.1350
H 6.0892 -6.0824 -5.9087
H 5.3514 -5.2597 -3.7588
H 5.0298 -6.9805 -3.8268
H 2.9619 -4.7607 -4.2759
H 3.1360 -5.7466 -2.8168
H 2.6059 -6.4974 -4.3226



8.
26
Properties=species:S:1:pos:R:3 method="wB97M-V/def2-TZVPD" multiplicity=3 s2=2.01 charge=+1 e_above_lowest_kj_mol=0.0 homo_ev="-10.48 / -13.04"
C -1.4430 -1.5976 2.8713
C -0.3749 -1.2049 2.0696
C -2.1723 -2.4061 2.0803
C -0.5348 -1.7183 0.8249
C 1.5154 0.4825 -0.1908
C 0.5508 1.3076 -0.9697
C 0.2684 -1.7157 -0.3225
C 0.8710 2.8011 -0.6589
C 0.0531 -2.8557 -1.2162
N -0.8149 1.0149 -0.6702
O -1.7124 -2.4591 0.8603
O 1.1954 -0.8583 -0.6711
H -1.5892 -1.4672 3.9354
H 0.4355 -0.5973 2.4754
H -3.1753 -2.9149 2.3955
H 2.5778 0.5982 -0.5131
H 1.4261 0.4066 0.8811
H 0.7827 1.1377 -1.9939
H 1.9139 3.1182 -0.8503
H 0.4870 3.1104 0.3545
H 0.2549 3.4720 -1.3611
H 0.3661 -2.5396 -2.2692
H -0.9665 -3.0659 -0.9682
H 0.7634 -3.6614 -0.8119
H -1.3118 1.4878 0.1579
H -1.3126 0.9656 -1.5506



9.
7
Properties=species:S:1:pos:R:3 method="wB97M-V/def2-TZVPD" charge=0 smiles="C1N=NSS1" e_above_lowest_kj_mol=102.6 homo_ev=-8.50
C 0.3676 -0.2259 0.1880
N 1.2748 -0.7057 -0.8193
N 2.0236 -1.5746 -0.5216
S 1.9897 -2.3395 1.0338
S 0.2266 -1.4497 1.6083
H 0.6074 0.6198 0.7078
H -0.6214 -0.0900 -0.3900